1.
Below is a molecular structure, C10H19O5PdS2, with properties calculated with ωB97M-V/def2-TZVPD.

Atoms and positions in Å:
1 Pd 0.26 0.07 -0.20
2 S -2.95 -2.24 1.29
3 S -4.79 -3.34 0.86
4 O -3.36 -4.33 3.01
5 O -0.46 2.01 -0.62
6 O 0.77 0.79 1.58
7 O 2.31 -0.44 -0.41
8 O 0.13 -0.24 -2.16
9 C -4.29 -5.44 3.41
10 C 0.26 2.87 0.33
11 C 2.20 0.46 1.81
12 C -0.14 2.22 -2.03
13 C -0.49 0.95 -2.77
14 C -3.64 -3.60 2.05
15 C 1.43 -0.78 -2.62
16 C 0.26 2.17 1.67
17 C 2.59 -0.22 -1.83
18 C 3.00 0.44 0.52
19 H 1.34 -1.85 -2.47
20 H 3.99 0.04 0.72
21 H 0.91 2.49 -2.12
22 H -0.75 3.04 -2.41
23 H 1.26 3.06 -0.05
24 H -0.20 1.00 -3.82
25 H 3.50 -0.76 -2.10
26 H -4.35 -6.13 2.57
27 H 3.10 1.43 0.07
28 H -0.75 2.05 2.04
29 H 2.60 1.17 2.53
30 H -5.24 -4.99 3.67
31 H 0.85 2.71 2.41
32 H 1.53 -0.57 -3.69
33 H -3.80 -5.89 4.26
34 H -0.27 3.82 0.42
35 H 2.75 0.85 -2.00
36 H 2.17 -0.53 2.26
37 H -1.56 0.75 -2.71

Results
- highest occupied orbital energy (eV) = -18.8
- orbital gap (hartree) = 0.26116
- net charge = +3
- multiplicity = 1

Atom charges from the Löwdin analysis, given in e for atoms 1 to 6: atom 1 (Pd): 1.199, atom 2 (S): 0.775, atom 3 (S): 0.901, atom 4 (O): -0.010, atom 5 (O): -0.218, atom 6 (O): -0.268

2.
Below is a single C6H10ClN3 molecule, with properties calculated with ωB97M-V/def2-TZVPD.

Atoms and positions in Å:
1 Cl -0.63 -0.23 -2.48
2 N -0.91 0.84 2.00
3 N 1.62 0.87 -1.78
4 N 0.99 1.05 0.99
5 C -2.37 -0.43 0.54
6 C 0.15 0.38 0.20
7 C 0.31 1.33 2.08
8 C -1.06 0.22 0.80
9 C 1.41 -1.49 -1.27
10 C 0.81 -0.16 -1.36
11 H 0.94 -2.24 -0.56
12 H 1.40 -2.07 -2.20
13 H 2.43 -1.33 -1.03
14 H -1.59 0.88 2.74
15 H -2.52 -1.40 1.00
16 H 1.61 1.62 -1.06
17 H 0.70 1.89 2.89
18 H -3.27 0.04 0.99
19 H 2.63 0.66 -1.97
20 H -2.65 -0.42 -0.50

Results
- highest occupied orbital energy (alpha / beta) (eV) = -3.9 / -9.5
- orbital gap (alpha / beta) (hartree) = 0.17606 / 0.27872
- net charge = 0
- multiplicity = 3

Atom charges from the Löwdin analysis, given in e for atoms 1 to 6: atom 1 (Cl): 0.601, atom 2 (N): 0.045, atom 3 (N): 0.000, atom 4 (N): 0.088, atom 5 (C): -0.048, atom 6 (C): -0.151

3.
Below is a molecular structure, C18H24N8O4RuS, with properties calculated with ωB97M-V/def2-TZVPD.

Atoms and positions in Å:
1 Ru -0.32 -1.08 0.37
2 S -2.37 -1.89 1.05
3 O 1.32 -0.80 -0.97
4 O -0.53 0.74 -0.37
5 O -2.09 -3.10 -3.03
6 O -1.33 -1.48 -1.66
7 N 0.12 -3.33 -0.33
8 N 1.24 0.39 -1.52
9 N -0.69 -3.65 -1.42
10 N 1.58 -0.53 1.68
11 N 0.32 1.19 -1.24
12 N -2.13 0.36 2.49
13 N -4.19 -0.66 2.51
14 N -0.84 0.17 2.06
15 C 4.26 0.23 -3.65
16 C -4.85 0.28 3.41
17 C 2.32 2.09 -2.94
18 C 3.75 1.17 1.94
19 C 2.47 1.63 2.18
20 C 3.94 -0.16 1.59
21 C 3.24 -0.14 -2.78
22 C 1.41 0.75 2.03
23 C -2.91 -2.11 -3.70
24 C 0.00 1.12 2.29
25 C -1.38 -2.65 -2.02
26 C 3.33 2.44 -3.81
27 C -2.91 -0.60 2.11
28 C 2.29 0.80 -2.44
29 C -4.83 1.73 2.94
30 C 4.30 1.51 -4.17
31 C 2.82 -0.97 1.47
32 C -0.37 2.45 2.84
33 H 1.56 2.81 -2.65
34 H -3.34 -2.63 -4.56
35 H 4.93 -0.56 1.42
36 H -0.75 -4.59 -1.76
37 H 2.29 2.66 2.46
38 H 5.01 -0.50 -3.93
39 H -3.84 2.16 3.03
40 H 0.12 3.23 2.25
41 H 3.37 3.45 -4.21
42 H -5.52 2.31 3.56
43 H -0.06 -3.96 0.44
44 H -4.42 0.19 4.41
45 H 5.09 1.79 -4.86
46 H -1.45 2.58 2.78
47 H 1.10 -3.36 -0.59
48 H 4.60 1.84 2.03
49 H -5.15 1.81 1.90
50 H -0.06 2.56 3.88
51 H 3.19 -1.13 -2.36
52 H -5.89 -0.06 3.47
53 H -4.71 -1.46 2.21
54 H -2.30 -1.28 -4.03
55 H -3.69 -1.77 -3.03
56 H 2.92 -2.01 1.21

Results
- highest occupied orbital energy (alpha / beta) (eV) = -10.5 / -10.5
- orbital gap (alpha / beta) (hartree) = 0.27557 / 0.28354
- net charge = +1
- multiplicity = 2

Atom charges from the Löwdin analysis, given in e for atoms 1 to 6: atom 1 (Ru): 1.140, atom 2 (S): 0.686, atom 3 (O): -0.224, atom 4 (O): -0.228, atom 5 (O): 0.011, atom 6 (O): -0.043

M for every record listed, in sequence, given in g/mol: 389.81; 159.62; 549.58.
Relative energy (zero: lowest compared OMol25 entry of this formula, charge and spin) for every record listed, in sequence, given in kcal per mole: 16.64; 1.97; 38.24.